1.
{"formula": "C5H11N3", "method": "ωB97M-V/def2-TZVPD", "elements": ["N", "N", "N", "C", "C", "C", "C", "C", "H", "H", "H", "H", "H", "H", "H", "H", "H", "H", "H"], "coordinates": [[2.799, -0.577, 0.118], [0.660, 0.427, -0.070], [1.058, -2.146, -0.312], [1.421, -0.808, -0.168], [-0.796, 0.510, -0.381], [-1.600, -0.538, -0.009], [-2.964, -0.337, 0.095], [1.338, 1.778, -0.136], [-3.451, 0.319, -0.796], [-1.416, -1.542, 0.478], [-3.086, 0.447, 1.351], [3.218, 0.006, 0.838], [0.380, 2.499, -0.485], [-3.808, -1.499, 0.152], [-1.057, 1.678, -0.492], [1.954, 2.086, 1.006], [2.100, 1.513, -0.976], [0.105, -2.246, -0.652], [3.144, -1.568, 0.438]], "atomic_forces_ev_per_a": [[0.6380, -4.0401, 0.6595], [-1.1256, -0.5945, -1.0550], [1.3272, 5.2570, 0.1515], [-1.0422, -1.6425, 1.3546], [1.9522, -0.6615, 2.3503], [2.7684, 0.0982, -0.2165], [-7.9658, 1.4144, 1.2369], [0.1916, -0.9050, 0.2604], [1.0004, -1.3612, 2.3933], [1.3361, 1.4880, -0.8716], [-0.3835, -2.5114, -3.6164], [-1.2471, 0.7008, -0.2205], [3.5733, -1.3635, 1.1738], [2.8801, 3.8315, 0.0528], [-0.2451, -3.3738, -0.1394], [-2.1792, -0.7090, -3.6884], [-0.8725, 1.8078, 1.5140], [0.0722, 0.3380, 0.0602], [-0.6787, 2.2269, -1.3998]], "mulliken_charge": [-0.558, 0.141, -0.768, 0.556, -0.232, -0.033, -1.087, -0.791, 0.275, 0.358, 0.176, 0.226, 0.261, 0.253, 0.098, 0.165, 0.377, 0.261, 0.320], "homo_ev": -7.956, "max_force_ev_per_a": 8.2, "orbital_gap_ev": 8.518, "lumo_ev": 0.6}


2.
{"formula": "C2H6N3O3", "method": "ωB97M-V/def2-TZVPD", "elements": ["O", "O", "O", "N", "N", "N", "C", "C", "H", "H", "H", "H", "H", "H"], "coordinates": [[3.797, -0.498, 0.663], [2.898, 0.991, -0.749], [-0.109, -1.297, -1.068], [-0.645, -2.088, 0.031], [2.846, -0.001, 0.021], [1.703, -0.595, 0.238], [-0.244, 0.888, 0.061], [0.694, -0.193, -0.611], [-1.207, 0.886, -0.355], [-0.320, -1.588, 0.891], [1.054, 0.143, -1.551], [-1.617, -2.105, 0.008], [-0.366, 0.691, 1.168], [0.317, 1.752, -0.159]], "atomic_forces_ev_per_a": [[0.8691, 1.1177, -0.5668], [1.0899, 0.1154, 0.1272], [-0.6982, -0.9794, 0.4681], [3.4185, 0.5587, 0.9781], [-1.5145, -1.3381, 0.8593], [0.9037, -0.5055, 0.5664], [1.4552, -2.0651, 1.1676], [-2.7285, 0.3202, 0.2989], [-1.3074, 0.1870, -0.9148], [-0.4259, -0.8154, -0.8376], [0.3421, 0.7567, -0.8460], [-2.1147, 0.6875, -0.4555], [0.4673, 0.3809, -1.1343], [0.2435, 1.5795, 0.2895]], "mulliken_charge": [-0.730, -0.720, -0.319, -0.465, 0.934, -0.571, -1.206, -0.025, 0.324, 0.302, 0.574, 0.220, 0.251, 0.431], "homo_ev": -4.080, "max_force_ev_per_a": 3.6, "orbital_gap_ev": 8.139, "lumo_ev": 4.1, "charge": -1, "smiles": "C[C@@H](N=[N+]([O-])[O-])ON"}


3.
{"formula": "C4H12ClO4Sr", "method": "ωB97M-V/def2-TZVPD", "elements": ["Sr", "Cl", "O", "O", "O", "O", "C", "C", "C", "C", "H", "H", "H", "H", "H", "H", "H", "H", "H", "H", "H", "H"], "coordinates": [[0.056, 2.853, -1.534], [1.097, 0.233, -0.992], [1.895, 1.642, 2.786], [-1.776, -0.927, -2.637], [4.110, 1.088, 0.743], [-4.752, -0.224, -2.744], [-2.681, -1.024, -1.546], [3.200, 0.977, 3.034], [-4.220, -1.298, -1.932], [3.854, 0.226, 1.875], [-4.712, -1.192, -0.965], [-5.357, -0.658, -3.350], [-4.534, -2.216, -2.428], [-0.930, -0.601, -2.320], [3.146, 0.238, 3.834], [3.577, 0.815, -0.008], [4.792, -0.230, 2.191], [-2.776, -0.066, -1.034], [3.997, 1.590, 3.455], [3.121, -0.541, 1.624], [1.248, 0.947, 2.649], [-2.356, -1.633, -0.703]], "atomic_forces_ev_per_a": [[0.7238, -1.8742, 0.4726], [-0.7818, 1.7713, -0.4193], [2.1956, -0.4666, 0.1031], [-0.7514, -0.1940, 0.0660], [0.0566, -0.2094, 0.6227], [0.6367, -0.3876, 0.2435], [-1.7389, 0.4435, -0.4172], [0.3701, -0.3289, 0.2471], [1.0524, 1.2106, 0.1504], [-1.4358, 0.8383, -0.8111], [-0.0819, -0.5034, 0.1831], [-0.0344, 0.3100, -0.1702], [0.8047, -0.3579, 0.3663], [0.2849, -0.2737, 0.2931], [-0.7329, -0.2549, 0.0945], [-0.1054, -0.2439, 0.1178], [-0.0792, 0.0243, 0.1370], [-0.0173, 0.7060, -0.1416], [-0.7793, 1.3139, -0.2637], [0.2801, -0.3814, -0.4945], [0.0634, -0.2628, 0.0729], [0.0700, -0.8793, -0.4525]], "mulliken_charge": [1.707, -0.710, -0.503, -0.473, -0.497, -0.523, -0.258, -0.516, -0.441, -0.254, 0.215, 0.328, 0.422, 0.245, 0.296, 0.236, 0.284, 0.145, 0.360, 0.258, 0.306, 0.374], "homo_ev": -12.431, "max_force_ev_per_a": 2.2, "orbital_gap_ev": 6.188, "lumo_ev": -6.2, "charge": 1}


4.
{"formula": "C20H58N2O8", "method": "ωB97M-V/def2-TZVPD", "elements": ["O", "O", "O", "O", "O", "O", "O", "O", "N", "N", "C", "C", "C", "C", "C", "C", "C", "C", "C", "C", "C", "C", "C", "C", "C", "C", "C", "C", "C", "C", "H", "H", "H", "H", "H", "H", "H", "H", "H", "H", "H", "H", "H", "H", "H", "H", "H", "H", "H", "H", "H", "H", "H", "H", "H", "H", "H", "H", "H", "H", "H", "H", "H", "H", "H", "H", "H", "H", "H", "H", "H", "H", "H", "H", "H", "H", "H", "H", "H", "H", "H", "H", "H", "H", "H", "H", "H", "H"], "coordinates": [[4.244, -1.986, 3.537], [1.763, -4.456, -1.580], [-1.497, -1.145, 3.528], [-5.395, 1.690, 2.715], [1.612, 5.723, -2.585], [1.090, -0.753, 0.362], [2.368, 4.124, 1.462], [-2.154, -2.767, -3.694], [-0.561, 3.151, 1.893], [-7.778, 0.771, -0.095], [-5.460, 0.180, -0.146], [-1.834, -1.119, -5.372], [-0.499, 4.297, 4.007], [1.683, 3.878, -4.044], [2.406, 6.167, -4.803], [-6.643, 0.542, 0.789], [1.697, 3.997, 2.669], [2.950, -6.349, -0.965], [-6.321, 1.786, 1.613], [6.503, -2.300, 3.045], [0.112, 4.198, 2.649], [5.172, -2.904, 3.040], [-1.346, -3.682, -5.763], [-2.264, -2.581, -5.092], [1.558, -5.760, -1.212], [3.793, 3.917, 1.527], [-5.893, 0.781, 3.694], [5.021, -4.213, 3.797], [2.367, 5.115, -3.602], [0.518, -5.873, -0.066], [3.510, -1.799, 2.946], [0.250, -0.773, 0.820], [1.950, 5.269, -1.810], [4.823, -3.060, 2.019], [4.243, 4.181, 2.484], [4.039, -4.337, 4.253], [-6.928, 1.051, 3.905], [-0.377, -5.296, -0.299], [-5.633, 2.300, 0.941], [-4.941, 0.973, -0.685], [7.276, -2.807, 2.468], [1.621, 6.239, -5.557], [-0.852, -0.889, -4.958], [-8.383, 1.480, 0.296], [-0.492, 3.307, 4.463], [-5.301, 0.931, 4.596], [1.884, -3.903, -0.805], [-1.285, -1.361, 4.436], [0.606, 3.960, -4.191], [-1.338, -3.486, -6.836], [6.339, -1.271, 2.725], [-7.191, 2.373, 1.907], [0.987, -5.444, 0.820], [-5.724, -0.238, 3.345], [-6.791, -0.344, 1.407], [2.988, -7.343, -0.519], [0.992, -6.179, -2.044], [-5.709, -0.654, -0.801], [6.792, -2.416, 4.089], [5.445, -5.080, 3.289], [-1.783, -4.677, -5.681], [2.072, 4.801, 3.302], [1.962, 3.488, -5.023], [0.117, -6.886, -0.071], [-1.502, -3.446, -3.505], [-1.831, -0.858, -6.430], [4.288, 4.634, 0.873], [-0.303, -3.721, -5.448], [3.367, 4.857, -3.252], [0.064, 4.969, 4.654], [-2.593, -0.511, -4.880], [0.892, -0.354, -0.485], [-3.262, -2.738, -5.501], [-0.232, 2.375, 2.449], [3.756, -5.754, -0.535], [-4.695, -0.314, 0.453], [4.006, 2.872, 1.300], [-2.404, -1.432, 3.419], [-1.510, 3.114, 2.236], [-1.506, 4.696, 3.884], [-7.456, 1.280, -0.905], [1.831, 3.074, -3.324], [2.387, 7.152, -4.337], [3.427, 6.017, -5.154], [3.442, -6.596, -1.906], [5.606, -3.972, 4.685], [-0.099, 5.072, 2.032], [1.945, 3.046, 3.140]], "atomic_forces_ev_per_a": [[-0.6654, 1.4323, 1.5785], [-0.1516, 2.2835, -0.8272], [0.1590, 0.1165, -0.2049], [-1.0001, -0.9194, 0.0455], [0.4834, -0.1304, 0.9704], [0.3006, -0.2131, 0.0850], [0.4843, 0.1298, -1.2082], [-0.9170, 0.1017, 0.6345], [0.5246, -1.2193, 0.6072], [-0.4846, 0.6005, 0.0855], [0.4884, -1.3026, 1.1564], [-0.5276, -0.6417, -0.0480], [0.6139, 0.5733, 0.5232], [-0.7609, -1.9569, -0.5693], [1.3600, -0.1378, 1.9987], [0.9435, -0.3245, -0.9679], [-1.2588, 0.5918, 1.0328], [0.5168, -1.8739, -0.8807], [2.2894, 0.3765, -0.2746], [0.9082, 0.1629, 0.7049], [1.4038, 0.6450, -2.0098], [-2.6674, -1.7042, -2.5121], [-1.0228, 0.9504, -0.7900], [2.7988, -0.6938, -0.7783], [-0.6718, -0.6653, 0.9714], [-0.7485, 0.3709, 0.2661], [0.8426, 0.7766, -0.0868], [0.8843, 0.8851, 1.1661], [-1.4285, 1.6312, -2.6230], [0.6059, 0.2685, -0.9033], [0.2354, -0.2703, -0.1693], [-0.2589, 0.0107, 0.2259], [-0.5822, 0.2402, 0.7434], [0.3906, -0.3604, -0.5338], [-0.4054, -0.2146, 0.5276], [-0.2515, -0.2852, -0.8353], [-0.2283, -0.5180, 0.1000], [0.2157, 0.4533, -0.2105], [-0.8199, 1.0111, -0.3081], [-0.5077, 0.2708, -0.0228], [-0.2645, -0.0291, -0.2474], [0.0824, -0.9700, 0.0416], [-0.0549, -0.1560, 0.0904], [-0.5647, -0.1593, 0.5349], [-0.2673, -0.0083, 0.1813], [-0.0299, -0.0052, 0.0280], [0.0569, 0.1277, 0.1374], [0.1224, -0.0460, 0.2315], [-0.1203, 0.6213, 0.4549], [0.1432, 0.0316, -0.1654], [0.6546, 0.0322, 0.1796], [-0.1927, -0.0532, -0.0072], [-0.3647, -0.6432, 0.5394], [-0.5018, -0.1939, 0.1768], [-0.4474, 0.0400, 0.0807], [-0.4127, 0.0474, 0.6088], [0.7576, -0.5726, -0.4181], [-0.4707, 0.3583, -0.3873], [0.5667, 0.8671, 0.1481], [-0.2425, 0.0065, 0.0981], [-0.0828, 0.0063, 0.3653], [-0.0013, 0.0464, 0.5789], [0.7595, 0.0941, -0.0190], [0.5459, -0.2255, 0.9211], [-0.0411, 0.0110, -0.1006], [-0.0760, -0.1509, -0.0862], [-0.2554, -0.3619, -0.5908], [-0.0771, 0.3200, 0.3645], [0.2515, 0.3915, -0.1344], [-0.0793, 0.1058, 0.1522], [0.1851, 0.2774, 0.0454], [-0.0208, 0.1414, -0.2235], [-0.2951, -0.0481, 0.5050], [0.3055, -1.3196, -0.5406], [-0.7854, 0.6073, 0.6781], [0.3491, 0.3107, 0.3132], [0.2408, 0.0843, -0.1394], [-0.2480, -0.0445, -0.0823], [-0.7328, 0.4849, -0.4062], [-0.0896, -0.2407, 0.3011], [0.3632, -0.2666, -0.4661], [-0.0212, -0.1623, 0.0713], [0.2041, 0.0638, 0.1331], [-0.2507, 0.2994, -1.0108], [-0.3546, 0.2540, -0.6234], [0.4126, -0.7140, 0.3821], [0.3698, 0.6530, 0.4318], [-0.1161, -0.3640, 0.2146]], "mulliken_charge": [-0.599, -0.488, -0.594, -0.275, -0.547, -0.631, -0.277, -0.513, -0.637, -0.760, -1.469, -1.197, -1.350, -1.320, -1.203, 0.735, -0.655, -1.210, -0.879, -1.224, 0.281, 0.606, -1.458, 0.625, 0.415, -0.803, -0.725, -1.268, 0.518, -1.248, 0.308, 0.301, 0.274, 0.266, 0.354, 0.348, 0.344, 0.298, 0.252, 0.369, 0.329, 0.321, 0.278, 0.251, 0.319, 0.237, 0.303, 0.306, 0.335, 0.370, 0.300, 0.420, 0.325, 0.233, 0.211, 0.364, 0.265, 0.430, 0.290, 0.320, 0.380, 0.321, 0.357, 0.376, 0.294, 0.348, 0.270, 0.397, 0.287, 0.393, 0.314, 0.315, 0.161, 0.255, 0.270, 0.335, 0.300, 0.302, 0.224, 0.388, 0.286, 0.322, 0.336, 0.319, 0.335, 0.319, 0.262, 0.361], "homo_ev": -9.491, "max_force_ev_per_a": 4.0, "orbital_gap_ev": 9.673, "lumo_ev": 0.2, "smiles": "COC[C@H](C)N.COC[C@H](C)N.CC(C)O.CC(C)O.CC(C)O.CC(C)O.O.O"}